A 2-piece molecular cluster, C11H15N overall. Source: the OMol25 dataset; level of theory: ωB97M-V with the def2-TZVPD basis set.

Geometry as XYZ:
```
27
Properties=species:S:1:pos:R:3
C -1.94011 1.16075 1.68346
C -0.68271 1.12733 0.86700
C -0.42357 1.90277 -0.21682
N 0.87310 1.67953 -0.64731
C 1.39158 0.61908 0.05595
C 2.64769 0.01774 0.01070
C 2.99273 -0.81115 1.06567
C 2.09037 -1.14476 2.07205
C 0.83120 -0.57102 2.11902
C 0.49631 0.34112 1.11529
H -2.84790 0.98265 1.11453
H -2.04675 2.17529 2.08281
H -1.83832 0.53184 2.56060
H -1.04882 2.69620 -0.58714
H 1.26446 1.94413 -1.53646
H 3.31995 0.21951 -0.81746
H 3.95537 -1.29392 1.01344
H 2.35634 -1.82696 2.85993
H 0.11733 -0.69160 2.92282
C -0.87545 -1.68852 -2.23526
C -1.91857 -0.54340 -2.17312
H 0.02485 -1.40203 -1.70234
H -1.35885 -2.60508 -1.90719
H -0.58925 -1.89104 -3.27280
H -1.84129 0.14198 -1.33712
H -2.89484 -1.00847 -1.98063
H -2.05487 -0.06198 -3.12962
```

Output
Relative energy (zero: lowest compared OMol25 entry of this formula, charge and spin) = 53.1 kJ/mol
SMILES = Cc1c[nH]c2ccccc12.CC

Atomic partial charges in e from the Löwdin method, atoms 1 to 5: -0.037 -0.247 -0.084 0.082 -0.230

One molecule with the formula C4H8O. Source: the OMol25 dataset; level of theory: ωB97M-V with the def2-TZVPD basis set.

Geometry as XYZ:
```
13
Properties=species:S:1:pos:R:3
C -1.16802 -0.62685 0.62631
C -0.17155 0.02534 -0.30263
O -0.69202 0.39858 -1.55072
C 1.23757 -0.45947 -0.34821
C 0.91737 0.87529 0.28800
H -0.72198 -0.81652 1.60893
H -1.52338 -1.57726 0.21553
H -2.03717 0.02624 0.77671
H -1.26740 1.16007 -1.40416
H 1.52900 -1.29076 0.28871
H 1.71765 -0.43454 -1.32208
H 0.95462 0.95057 1.37068
H 1.22530 1.76929 -0.24706
```

Output
Relative energy (zero: lowest compared OMol25 entry of this formula, charge and spin) = 87.8 kJ/mol
SMILES = CC1(O)CC1

Atomic partial charges in e from the Löwdin method, atoms 1 to 5: -0.022 -0.595 0.004 -0.075 -0.079

C16H43BrN2O13PS8 as an isolated structure. Source: the OMol25 dataset; level of theory: ωB97M-V with the def2-TZVPD basis set.

Geometry as XYZ:
```
84
Properties=species:S:1:pos:R:3
C 1.29805 -0.03970 0.69202
C 1.43270 -1.30535 -0.10015
O 2.48487 -1.80911 -0.35041
N 0.22776 -1.97333 -0.64297
C -0.33402 -1.27584 -1.79752
C -0.84469 0.13103 -1.76649
O -0.37207 -1.90247 -2.81957
S -0.85263 -2.50378 0.55924
O -0.80670 -3.93769 0.49638
O -0.42536 -1.95631 1.82801
N -2.28288 -1.98677 0.09986
S -3.20260 -1.18854 1.10843
O -3.81714 -2.04846 2.10063
O -2.67336 0.08481 1.60340
P -4.96670 -0.47595 -0.03160
O -4.52387 1.08193 -0.02742
Br -4.50799 -0.97301 -2.15364
H 1.84844 0.77564 0.21337
H 1.78018 -0.22462 1.65964
H 0.26637 0.22712 0.89419
H -0.51104 0.73753 -0.92829
H -1.93789 0.07459 -1.74308
H -0.55238 0.58460 -2.71597
H -3.86254 1.22863 0.68576
C 0.00118 4.72777 2.62336
S -0.29984 2.99397 3.01232
O -0.12988 2.23440 1.75321
C -2.06804 3.15732 3.25324
H 1.05756 4.83110 2.38278
H -0.60827 5.01298 1.76516
H -0.24135 5.34214 3.49171
H -2.52506 3.55987 2.35166
H -2.25898 3.80999 4.10704
H -2.45637 2.15917 3.45218
C 2.13001 -2.94410 4.11689
S 3.05437 -1.48313 4.57385
O 3.59108 -0.86991 3.32877
C 4.42847 -2.36577 5.33285
H 1.23496 -2.62903 3.57825
H 2.73195 -3.58696 3.47341
H 1.84229 -3.47512 5.02529
H 4.87486 -3.03045 4.59310
H 4.06352 -2.93293 6.18934
H 5.15745 -1.62719 5.66143
C 4.18382 -5.36573 -0.15054
S 2.52533 -5.47891 0.53632
O 2.66833 -5.56743 2.01493
C 2.21562 -7.15297 -0.04347
H 4.58635 -4.39757 0.14140
H 4.80326 -6.16980 0.24961
H 4.12235 -5.42699 -1.23697
H 2.97552 -7.82497 0.35756
H 2.22682 -7.16074 -1.13332
H 1.23054 -7.44148 0.31689
C 2.70505 -1.18298 -3.93349
S 2.85415 0.57826 -3.63832
O 1.50470 1.17325 -3.82585
C 3.80563 0.96692 -5.11516
H 2.11125 -1.60123 -3.12372
H 2.20164 -1.35343 -4.88528
H 3.69578 -1.63819 -3.93291
H 3.24427 0.66621 -6.00068
H 4.76348 0.44856 -5.07142
H 3.96741 2.04282 -5.12539
C -5.47665 7.45100 2.24394
S -4.06516 6.42932 2.68369
O -4.31400 5.10394 2.07057
C -4.46759 6.29529 4.43176
H -5.43676 7.61121 1.16882
H -6.39315 6.92418 2.50835
H -5.41380 8.40753 2.76367
H -5.45486 5.84637 4.54053
H -4.43884 7.28607 4.88572
H -3.71853 5.65724 4.89561
C -1.18457 -1.22060 -5.60657
S -1.47131 0.48841 -5.13914
O -2.84612 0.83334 -5.59696
C -0.34899 1.19613 -6.35875
H -1.82996 -1.83598 -4.98359
H -1.43275 -1.35236 -6.66055
H -0.14404 -1.47683 -5.40973
H -0.65595 0.88685 -7.35883
H 0.66763 0.86823 -6.14543
H -0.41024 2.27803 -6.26298
```

Output
E = -212897.6035 eV
Net charge = -1

Atomic partial charges in e from the Löwdin method, atoms 1 to 5: -0.024 -0.451 0.108 -0.063 -0.461

A 8-piece molecular cluster, C36H43F32N3O6 overall. Source: the OMol25 dataset; level of theory: ωB97M-V with the def2-TZVPD basis set.

Geometry as XYZ:
```
120
Properties=species:S:1:pos:R:3
F -26.11489 -13.06819 -23.57541
C -25.67543 -14.24347 -23.13399
F -26.75905 -15.03140 -22.99061
C -24.49433 -14.73562 -23.93993
F -24.06705 -15.89210 -23.39331
F -23.49542 -13.87353 -23.78073
C -24.85912 -15.05665 -25.44686
O -23.71148 -15.64418 -26.07051
C -24.01416 -15.96459 -27.47509
F -25.17429 -16.59029 -27.55344
F -24.11082 -14.80835 -28.13900
C -22.89477 -16.90623 -28.02377
F -23.16352 -17.36108 -29.20124
F -21.69901 -16.36509 -28.09589
H -25.39201 -13.98721 -22.11315
H -25.20787 -14.17877 -25.99074
H -25.71209 -15.73526 -25.44106
H -22.92811 -17.76010 -27.34708
F -16.36045 -12.92820 -21.92638
C -16.97966 -14.06680 -22.01742
F -18.01838 -14.17356 -21.20150
C -17.33744 -14.20048 -23.50230
F -16.25129 -14.24341 -24.30787
F -18.02078 -13.13689 -23.90205
C -18.15680 -15.50933 -23.76647
O -17.36694 -16.58268 -23.25367
C -17.24690 -17.73698 -24.10715
F -18.40226 -18.40078 -24.14410
F -16.85492 -17.40986 -25.33913
C -16.16340 -18.69626 -23.44563
F -16.44236 -18.97551 -22.20581
F -16.06136 -19.90695 -24.08103
H -16.24799 -14.80969 -21.69984
H -18.37642 -15.54705 -24.83346
H -19.09845 -15.56590 -23.22040
H -15.21215 -18.16410 -23.45022
F -19.73030 -25.35343 -12.63317
C -19.43674 -26.29446 -13.54808
F -19.55388 -25.83620 -14.76680
C -18.15995 -27.15029 -13.33054
F -17.04924 -26.61861 -13.85412
F -18.33150 -28.32553 -13.99008
C -17.92181 -27.50874 -11.85088
O -19.12592 -28.03071 -11.36089
C -19.15608 -29.23503 -10.63319
F -18.48750 -30.22393 -11.29018
F -18.46972 -28.89625 -9.53800
C -20.66858 -29.52854 -10.47867
F -21.28689 -29.78206 -11.60249
F -20.94343 -30.44196 -9.56725
H -20.27714 -26.98157 -13.44955
H -17.60854 -26.62476 -11.29541
H -17.06961 -28.18718 -11.81115
H -21.07220 -28.57876 -10.12778
F -20.38164 -7.73085 -21.99095
C -21.05770 -8.12073 -20.91616
F -20.20881 -7.97783 -19.89498
C -22.52815 -7.59334 -20.71902
F -23.27263 -8.17540 -21.62211
F -22.68937 -6.32063 -20.90884
C -23.19675 -7.96888 -19.43864
O -23.04579 -9.34381 -19.21683
C -22.71521 -9.72546 -17.84542
F -21.43390 -9.34433 -17.58668
F -23.55555 -9.15141 -16.99637
C -22.70048 -11.23473 -17.67899
F -21.96756 -11.85106 -18.56453
F -22.29390 -11.60656 -16.44213
H -21.14066 -9.20684 -20.95580
H -24.25265 -7.70062 -19.47349
H -22.83549 -7.30380 -18.65426
H -23.76119 -11.40598 -17.86254
O -22.54722 -17.55074 -7.30052
C -23.10895 -17.55438 -8.34818
C -24.58674 -17.64156 -8.68160
C -24.55436 -17.20893 -10.16962
C -23.20987 -17.66568 -10.68290
O -22.40474 -17.55447 -9.50790
H -24.95338 -18.66384 -8.58896
H -25.18394 -16.95698 -8.07926
H -25.29172 -17.80804 -10.70392
H -24.79368 -16.17922 -10.43522
H -23.25575 -18.67931 -11.08106
H -22.81205 -17.01885 -11.46486
C -11.82522 -22.52340 -13.61402
C -12.17951 -21.06441 -13.88121
C -13.62482 -20.79269 -14.19382
C -14.48312 -21.00953 -13.07541
N -15.19255 -21.25146 -12.18833
H -12.06780 -23.17501 -14.45346
H -12.39231 -22.96743 -12.79589
H -10.74676 -22.63022 -13.49732
H -11.53340 -20.64934 -14.65475
H -11.97483 -20.45754 -12.99922
H -13.91245 -21.44397 -15.01917
H -13.63177 -19.75560 -14.52925
C -31.95484 -16.30019 -17.87816
C -30.86334 -17.11812 -17.23624
C -30.05631 -16.29851 -16.19356
C -29.67983 -14.95669 -16.66278
N -29.40629 -13.91246 -17.09461
H -32.71672 -16.93421 -18.33165
H -31.52919 -15.79786 -18.74683
H -32.34516 -15.55977 -17.17992
H -30.27742 -17.69063 -17.95527
H -31.37995 -17.91435 -16.70030
H -29.16608 -16.84686 -15.88549
H -30.63505 -16.12619 -15.28610
C -19.63806 -17.65232 -16.66476
C -19.84742 -19.07162 -17.22576
C -20.91858 -19.17124 -18.32371
C -22.21216 -18.64631 -17.89889
N -23.24258 -18.23598 -17.58184
H -18.83325 -17.68709 -15.93048
H -20.55040 -17.32170 -16.16834
H -19.37427 -16.87498 -17.38187
H -20.09530 -19.79347 -16.44756
H -18.87923 -19.39012 -17.61212
H -21.05770 -20.19043 -18.68427
H -20.59440 -18.44556 -19.06963
```

Output
E = -141740.7129 eV
SMILES = FC(F)C(F)(F)COC(F)(F)C(F)F.FC(F)C(F)(F)COC(F)(F)C(F)F.FC(F)C(F)(F)COC(F)(F)C(F)F.FC(F)C(F)(F)COC(F)(F)C(F)F.O=C1CCCO1.CCCC#N.CCCC#N.CCCC#N

Atomic partial charges in e from the Löwdin method, atoms 1 to 5: 0.105 -0.343 0.102 -0.458 0.123

Computed max |F|, in the same sequence as the records: 1.655; 0.347; 1.586; 3.508 eV Å⁻¹.